[1]
Formula: C54H51Cr2F9O6
Source: the Open Molecules 2025 dataset
Level of theory: wB97M-V/def2-TZVPD

The geometry in XYZ format:
```
122
Properties=species:S:1:pos:R:3:forces:R:3
Cr -1.230750 -2.444666 1.372807 0.761 1.792 0.249
Cr 0.465144 -0.240153 0.892828 1.025 -1.625 0.375
O 2.319777 0.178657 1.192615 -0.361 -0.652 0.880
H 2.708517 -0.588461 1.658250 -0.104 0.761 -0.331
O -2.983318 -2.511031 1.955208 -1.644 2.329 -1.678
H -3.573319 -1.745838 1.553321 1.928 -2.347 1.258
O -1.200529 -0.935385 0.009916 -0.866 1.063 0.000
H -1.935137 -0.303657 -0.138931 0.476 -0.710 0.209
O 0.878051 -2.075157 0.699100 -0.370 -0.013 -0.889
H 1.742963 -2.336581 1.032063 -0.218 -0.232 0.141
O -0.365386 -0.938604 2.532748 -1.308 0.935 -1.047
H 0.214147 -1.338604 3.161686 0.668 -0.550 0.494
O -0.656496 -3.771729 2.393018 -0.051 -1.704 2.447
H -1.085304 -3.868414 3.288451 0.526 0.070 -1.734
F -2.063883 5.349670 -3.603321 -0.343 -0.275 0.000
C -1.727459 4.309355 -4.421787 -0.638 0.855 1.014
C -2.229204 3.062106 -4.146077 0.238 -0.436 -0.255
C -1.707888 1.975808 -4.897130 -1.377 2.319 0.886
C -0.858542 2.259040 -5.924399 1.534 -0.898 -0.332
C -0.421770 3.546492 -6.197084 -0.707 0.206 -0.068
C -0.904748 4.620388 -5.448805 1.722 -0.764 -1.132
H -3.006769 3.061421 -3.387814 0.255 -0.660 0.006
H -2.048711 0.994802 -4.749069 -0.378 -1.122 0.376
H -0.386528 1.387440 -6.389861 -0.237 0.508 -0.359
H 0.230747 3.714937 -7.030387 0.383 0.102 -0.157
H -0.480506 5.601148 -5.596580 -0.323 0.217 0.041
F -0.068902 1.763139 0.972589 -0.343 -0.150 0.147
C 0.557603 3.002851 0.901010 0.687 -1.440 1.141
C -0.206494 3.990399 0.425263 -0.462 2.212 -1.226
C 0.371750 5.254938 0.352134 1.556 0.267 0.917
C 1.707081 5.482751 0.790976 -1.936 -0.942 -1.122
C 2.396487 4.388438 1.241267 1.551 0.232 1.522
C 1.821139 3.139972 1.412214 0.846 -0.668 -0.377
H -1.180162 3.847244 -0.008215 -0.283 -0.280 0.207
H -0.185545 6.100531 0.037015 -0.586 0.444 -0.503
H 2.189110 6.430616 0.667011 0.003 0.395 0.109
H 3.418957 4.544181 1.638046 -0.595 -0.241 -0.455
H 2.420869 2.286280 1.785876 -0.768 0.523 -0.263
F -1.191105 -3.299641 -4.023427 -0.237 -1.156 1.124
C -1.207604 -4.054554 -2.834119 -1.130 0.296 -1.611
C -2.364478 -4.759534 -2.515326 -0.459 0.183 0.367
C -2.455239 -5.352400 -1.225469 0.210 0.757 -1.511
C -1.328987 -5.297421 -0.433264 -0.140 0.621 1.369
C -0.171908 -4.598886 -0.842501 1.282 -1.138 1.775
C -0.073129 -3.995463 -2.072630 -1.272 -0.245 0.017
H -3.205939 -4.770145 -3.224755 0.462 0.083 0.428
H -3.396769 -5.748539 -0.838915 0.370 -0.103 -0.341
H -1.457886 -5.632697 0.619469 0.636 0.128 -0.900
H 0.703407 -4.605988 -0.133945 -1.046 0.195 -0.851
H 0.710957 -3.444905 -2.515126 1.175 0.481 0.226
F 4.801305 4.400378 -5.231903 0.318 0.028 0.507
C 4.372598 3.867040 -4.056046 0.553 -0.977 -0.483
C 5.218464 3.065487 -3.279390 -0.878 0.020 -0.196
C 4.649943 2.440473 -2.186906 0.224 -0.573 0.681
C 3.288991 2.514216 -1.932502 0.973 0.095 0.692
C 2.489144 3.298268 -2.684344 -1.802 1.402 -1.198
C 3.045096 3.983995 -3.782313 -0.416 -0.484 1.428
H 6.192492 2.781580 -3.591494 0.866 0.375 -0.185
H 5.208205 1.844347 -1.441420 0.104 0.306 -0.913
H 2.954797 2.014746 -1.066360 -0.652 -0.518 0.801
H 1.391028 3.449227 -2.466070 1.362 -0.346 -0.228
H 2.444290 4.607700 -4.373956 -0.720 0.677 -0.840
F -4.088979 0.810702 -3.355564 -0.399 -0.488 0.940
C -4.448847 0.261964 -2.148590 0.767 0.031 0.826
C -4.257191 -1.119746 -1.924338 -0.318 1.288 -2.035
C -4.774224 -1.648999 -0.789404 0.083 -0.087 1.204
C -5.236884 -0.817493 0.245944 0.493 -0.751 -1.146
C -5.218806 0.541715 0.135515 -0.571 0.884 -0.429
C -4.868430 1.089322 -1.103822 -0.283 1.475 -0.823
H -3.853818 -1.745701 -2.719958 -0.044 0.176 0.167
H -4.746896 -2.723914 -0.666976 -0.037 0.027 0.211
H -5.615088 -1.304973 1.080581 -0.642 -0.597 1.649
H -5.615046 1.211117 0.922962 0.415 -0.596 -0.492
H -5.044306 2.196466 -1.254538 0.512 -1.438 -0.050
F 5.269243 -3.363177 -0.915666 0.232 0.015 -0.191
C 4.699235 -3.582623 0.270326 -0.460 -1.948 0.707
C 4.197971 -4.863480 0.574949 -0.924 0.992 0.154
C 3.425906 -5.081701 1.724221 0.252 2.214 0.403
C 3.170675 -3.962624 2.622998 1.774 -1.923 -2.189
C 3.825461 -2.786039 2.345050 0.131 -0.705 0.168
C 4.624140 -2.626487 1.208058 -0.941 1.663 0.623
H 4.273693 -5.538784 -0.236969 0.128 -1.144 -0.305
H 3.011631 -6.043044 1.961018 -0.113 -0.282 -0.148
H 2.659481 -4.116104 3.530510 -0.782 -0.084 0.752
H 3.776483 -2.000827 3.066596 -0.044 0.621 0.263
H 4.963267 -1.638842 1.018149 0.665 0.669 -0.257
F 3.230194 1.888501 5.178743 0.063 -0.347 0.075
C 2.034296 2.466110 5.001312 0.789 2.825 -0.981
C 2.016515 3.887159 4.818765 -2.223 -2.376 1.127
C 0.742728 4.463814 4.769188 -0.327 0.382 0.395
C -0.480086 3.741741 4.737665 2.435 -1.426 -0.928
C -0.346313 2.340514 4.621936 -0.021 1.064 0.214
C 0.913342 1.743384 4.816895 -1.744 -2.862 -0.506
H 2.925606 4.404715 4.911871 0.870 0.851 -0.049
H 0.638837 5.544867 4.817638 0.283 -0.039 -0.237
H -1.390893 4.273974 4.580478 -0.536 0.084 0.139
H -1.192118 1.708269 4.342998 0.213 0.151 0.330
H 0.947876 0.607680 4.735572 0.202 1.656 0.273
F -6.165890 -1.570377 5.465584 -0.218 0.371 0.277
C -4.872983 -1.919234 5.335143 -0.241 -0.912 0.080
C -3.896819 -0.938438 5.303406 -0.524 1.028 -0.581
C -2.603861 -1.325946 5.119739 0.734 -1.109 0.046
C -2.276666 -2.697636 5.030579 1.423 1.442 -0.563
C -3.225965 -3.633709 4.967432 -2.911 -1.693 0.666
C -4.597025 -3.259493 5.225221 0.696 -1.570 0.622
H -4.190875 0.119476 5.301235 0.131 -0.511 0.124
H -1.808653 -0.629081 4.944054 0.149 0.446 0.242
H -1.244951 -3.012917 4.891726 -0.023 0.392 0.098
H -2.992835 -4.697876 4.742342 -0.169 0.878 0.463
H -5.352845 -4.048393 5.563996 0.936 1.315 -1.188
F 0.978768 0.355520 -0.975763 -0.416 0.894 0.323
C 1.270373 -0.348394 -2.108348 0.730 1.311 0.618
C 0.341559 -0.351837 -3.060609 -0.810 -2.156 -2.943
C 0.687829 -1.082952 -4.242356 0.132 1.816 2.125
C 1.984049 -1.497048 -4.409722 0.075 -1.854 -1.803
C 2.951571 -1.375309 -3.435969 0.783 1.560 1.588
C 2.570454 -0.689595 -2.234266 1.886 -2.261 -0.927
H -0.639542 0.026608 -2.919249 -0.629 0.296 0.238
H -0.015582 -1.264653 -5.003002 -0.819 -0.035 -0.709
H 2.149067 -2.075531 -5.357824 0.334 0.711 1.018
H 4.022594 -1.636965 -3.609100 -1.166 0.015 0.230
H 3.206952 -0.565255 -1.351654 -0.028 0.023 -0.544
```
Positions in Å, forces in eV/Å.

Values from the calculation:
**Spin multiplicity**: 7
**Expectation value of S²**: 12.0443
**Frontier orbital gap (spin up / spin down)**: 0.3317 / 0.3408 hartree
**Net charge**: 0
**Max |F|**: 3.7 eV/Å


[2]
Formula: C6H16N2
Source: the Open Molecules 2025 dataset
Level of theory: wB97M-V/def2-TZVPD

The geometry in XYZ format:
```
24
Properties=species:S:1:pos:R:3:forces:R:3
C 0.632480 -2.262259 2.294928 -0.017 3.989 2.542
C -0.306044 -1.172387 1.697127 2.591 2.468 3.804
N 0.474413 0.005669 1.144208 0.061 -0.912 -0.194
C 0.147591 0.538842 -0.172547 -3.084 -2.258 -0.100
C 0.653884 -0.079778 -1.480806 -0.782 -5.366 0.105
C -0.618631 -0.305209 -2.393101 0.257 0.665 3.267
C 0.330876 1.993695 -0.388779 0.464 3.657 2.581
N -0.902412 2.790854 -0.584459 -0.353 -0.288 -2.749
H 1.555397 -1.663316 2.649664 -0.902 -1.624 -0.820
H 0.170793 -2.598397 3.237139 0.174 -0.312 -0.472
H 0.718432 -3.020028 1.609717 1.097 -1.908 -1.386
H -0.945860 -1.694822 1.095664 -1.939 -0.501 -2.095
H -0.817769 -0.728147 2.622692 -0.009 -0.704 -1.550
H 1.463161 -0.129802 1.320318 -0.058 -0.002 -0.226
H -1.041623 0.192960 -0.176468 2.707 1.668 -0.095
H 0.968204 -1.232876 -1.244199 -0.241 2.598 -0.513
H 1.460601 0.370028 -2.019690 0.557 0.516 0.084
H -1.212780 -0.835164 -1.648215 -0.361 -0.668 -0.479
H -0.495010 -0.956933 -3.221045 0.057 0.221 -1.205
H -1.206216 0.622742 -2.378182 0.296 -0.113 -1.401
H 0.701145 2.570162 0.521760 0.277 -1.427 -0.635
H 1.176774 2.147377 -1.157915 -1.918 0.373 0.750
H -1.599190 2.982314 0.171096 1.347 -0.956 -0.964
H -1.308224 2.464470 -1.498915 -0.218 0.882 1.751
```
Positions in Å, forces in eV/Å.

Values from the calculation:
**Relative energy (zero: lowest compared OMol25 entry of this formula, charge and spin)**: 343.9 kJ/mol
**Frontier orbital gap**: 0.3457 hartree
**Net charge**: 0
**Max |F|**: 5.4 eV/Å


[3]
Formula: C4H4O2
Source: the Open Molecules 2025 dataset
Level of theory: wB97M-V/def2-TZVPD

The geometry in XYZ format:
```
10
Properties=species:S:1:pos:R:3:forces:R:3
O -1.710270 2.103236 0.285755 0.363 -0.458 0.075
C -0.862367 1.247292 0.387807 -0.475 0.158 -0.131
C -1.027767 -0.163134 -0.059847 0.339 0.071 0.269
C 0.058261 -0.937220 -0.170258 0.143 0.016 -0.136
C 1.477317 -0.462117 -0.141474 0.197 -0.278 -0.215
O 2.308113 -1.115658 -0.730915 -0.128 0.304 0.346
H 0.115437 1.450607 0.863245 -0.205 0.255 -0.056
H -2.033922 -0.528687 -0.264766 0.224 0.103 0.067
H 0.032102 -1.986253 -0.455860 -0.303 0.138 -0.076
H 1.767818 0.479982 0.370172 -0.156 -0.309 -0.143
```
Positions in Å, forces in eV/Å.

Values from the calculation:
**Relative energy (zero: lowest compared OMol25 entry of this formula, charge and spin)**: 96.4 kJ/mol
**Frontier orbital gap**: 0.3490 hartree
**Net charge**: 0
**Max |F|**: 0.6 eV/Å


[4]
Formula: C19H25FeIN5O2P2
Source: the Open Molecules 2025 dataset
Level of theory: wB97M-V/def2-TZVPD

The geometry in XYZ format:
```
55
Properties=species:S:1:pos:R:3:forces:R:3
Fe -0.479605 0.339650 -0.096458 -0.051 -0.581 -0.125
N -2.717811 0.964449 3.312803 0.045 0.010 0.030
C -1.501134 0.697227 2.840420 -0.063 0.002 0.048
N -1.563860 0.732295 1.520893 -0.162 -0.200 0.025
C -2.867750 1.031481 1.254082 0.163 0.103 -0.129
N -3.601971 1.177595 2.321601 -0.058 0.040 -0.048
C -3.232195 1.195258 -0.152519 0.064 0.027 0.089
C -4.507057 1.513814 -0.593635 -0.074 0.009 0.010
N -4.777937 1.676267 -1.881987 0.018 0.004 0.051
C -3.769633 1.530989 -2.729291 0.026 -0.001 -0.021
C -2.489285 1.199331 -2.303086 0.008 0.001 -0.043
N -2.206930 1.022884 -1.013405 -0.076 0.220 0.119
H -3.016277 1.038342 4.275673 -0.001 -0.005 0.003
H -0.633976 0.497561 3.448930 0.001 -0.024 -0.018
H -5.314962 1.634918 0.118239 0.000 0.011 -0.007
H -3.973264 1.676596 -3.782907 -0.007 -0.006 0.004
H -1.693562 1.070548 -3.017430 0.040 -0.010 -0.010
C 1.008520 1.419923 -3.140288 0.109 -0.030 -0.026
P 0.800543 0.045174 -1.980022 -0.027 -0.026 -0.127
C 2.508493 -0.385732 -1.551385 -0.039 -0.097 0.034
C 0.181223 -1.405103 -2.908827 -0.047 0.045 0.064
C -0.076938 -2.502980 -1.873344 -0.004 0.017 0.043
P -1.106356 -1.836746 -0.511478 -0.095 -0.016 -0.093
C -2.828232 -2.080554 -1.026322 0.012 -0.057 -0.016
C -0.884162 -2.952431 0.887013 -0.028 -0.041 -0.038
H 1.393339 2.289699 -2.607606 -0.012 -0.021 0.049
H 0.097946 1.703905 -3.659807 -0.039 -0.005 0.016
H 1.743467 1.116524 -3.888552 0.000 0.037 -0.004
H 3.036915 -0.697678 -2.452903 -0.005 0.034 -0.020
H 2.542042 -1.194244 -0.821933 0.002 0.021 -0.013
H 3.009113 0.484534 -1.129179 0.015 0.008 -0.022
H 0.894811 -1.716933 -3.672731 0.024 -0.021 0.025
H -0.742131 -1.131030 -3.426490 0.001 0.004 0.005
H 0.863538 -2.839188 -1.429952 -0.010 -0.021 0.004
H -0.563218 -3.381818 -2.300281 0.001 0.018 -0.035
H -3.003411 -3.144638 -1.193130 0.002 0.005 0.004
H -3.054500 -1.543843 -1.947167 0.016 0.012 0.006
H -3.505341 -1.743600 -0.240524 0.003 0.021 -0.005
H -1.085183 -3.971140 0.550158 0.014 -0.011 0.046
H -1.585405 -2.705261 1.683922 -0.002 0.029 -0.004
H 0.130995 -2.884010 1.270079 0.013 0.019 -0.008
I 6.726619 1.281494 4.548998 -0.015 -0.003 -0.012
C 5.001138 1.059563 3.422378 -0.010 0.000 -0.005
C 4.542370 2.121069 2.644517 0.012 0.013 0.006
C 3.391792 1.973688 1.895152 -0.006 -0.002 0.021
C 2.697765 0.761706 1.919214 0.019 0.031 0.003
C 3.160329 -0.299936 2.699757 0.013 -0.002 -0.001
C 4.308917 -0.150540 3.450906 0.023 -0.008 0.017
C 1.497811 0.610559 1.116851 -0.188 -0.065 -0.025
O 1.028955 1.540007 0.373017 -0.044 0.016 0.088
O 0.812512 -0.484574 1.081108 0.430 0.508 0.061
H 5.084045 3.056360 2.629219 -0.001 -0.002 0.004
H 3.023274 2.795259 1.295221 -0.001 -0.009 -0.009
H 2.622346 -1.238687 2.715401 -0.009 0.001 -0.012
H 4.673269 -0.968000 4.057087 -0.002 0.001 0.000
```
Positions in Å, forces in eV/Å.

Values from the calculation:
**Relative energy (zero: lowest compared OMol25 entry of this formula, charge and spin)**: 27.2 kJ/mol
**Spin multiplicity**: 2
**Expectation value of S²**: 0.7838
**Frontier orbital gap (spin up / spin down)**: 0.2434 / 0.2225 hartree
**Net charge**: +2
**Max |F|**: 0.7 eV/Å